# 1
A 5-piece molecular cluster, C21H35NO10P overall at a distorted geometry, computed with wB97M-V/def2-TZVPD.

XYZ file:
```
68
Properties=species:S:1:pos:R:3
P -1.904 -3.339 -0.626
O 6.295 -0.703 1.911
O 1.992 4.061 -1.416
O 6.385 -2.351 3.424
O 1.152 -4.017 2.376
O -4.414 -0.698 -1.631
O -2.522 0.293 -2.289
O -1.141 0.891 1.200
O 0.712 0.632 2.437
O -0.680 -4.569 1.465
O 0.116 4.444 -2.573
N -0.048 -3.918 2.432
C -0.654 5.588 -2.971
C 4.116 -2.979 3.507
C 4.349 -2.132 2.260
C -1.026 -4.605 -1.648
C 0.303 -1.688 -1.647
C -4.481 1.645 -1.778
C 1.162 4.827 -1.804
C -2.003 -3.918 1.098
C -0.336 6.663 -1.940
C 0.616 2.567 1.099
C 5.527 -3.429 3.850
C 1.108 6.325 -1.571
C 5.756 -1.609 2.477
C -3.658 0.377 -1.933
C -1.992 -5.618 -2.261
C -0.070 1.286 1.539
C -0.887 -1.735 -0.674
C -5.657 1.166 -0.928
C 1.887 1.405 2.722
C -5.755 -0.300 -1.331
C 2.061 2.333 1.526
H -6.368 -0.445 -2.225
H 4.333 -2.731 1.348
H -2.242 -6.399 -1.556
H 1.087 -1.067 -1.224
H -0.977 6.537 -1.066
H 0.738 -2.663 -1.839
H -5.399 1.241 0.129
H 1.721 1.953 3.653
H 1.342 6.561 -0.537
H -2.885 -5.141 -2.643
H -0.349 5.876 -3.980
H -0.242 -5.152 -1.127
H 0.160 3.404 1.633
H 5.817 -4.334 3.311
H -2.020 -2.991 1.670
H 3.723 -2.352 4.308
H -4.796 1.980 -2.768
H -0.521 -1.568 0.334
H -6.581 1.720 -1.089
H 3.642 -1.312 2.175
H 2.731 0.732 2.858
H 1.827 6.806 -2.235
H -6.140 -0.933 -0.536
H -1.707 5.317 -2.988
H -1.496 -6.079 -3.114
H 2.610 3.242 1.764
H -3.900 2.421 -1.288
H 0.522 2.706 0.028
H 5.670 -3.596 4.916
H -0.476 7.674 -2.316
H -1.580 -0.941 -0.914
H -0.541 -4.094 -2.474
H 3.421 -3.801 3.357
H 2.598 1.817 0.730
H -0.030 -1.284 -2.598
```

As for the total energy: -53595.0504 eV. The HOMO energy comes out at -0.07536 hartree. Its total charge is -1. The calculation puts the LUMO energy at 1.93 eV. As for the HOMO-LUMO gap: 0.1463 hartree.

Here is what Mulliken gives for the atomic charges, in e: number 1, P, carries 0.369; number 2, O, carries -0.603; number 3, O, carries -0.587; number 4, O, carries -0.373; number 5, O, carries -0.366; number 6, O, carries -0.301; number 7, O, carries -0.618; number 8, O, carries -0.550; number 9, O, carries -0.354; number 10, O, carries 0.017; number 11, O, carries -0.338; number 12, N, carries 0.028; number 13, C, carries -0.426; number 14, C, carries -0.370; number 15, C, carries -0.005; number 16, C, carries -0.521; number 17, C, carries -1.302; number 18, C, carries -0.394; number 19, C, carries 0.662; number 20, C, carries -1.142; number 21, C, carries -0.483; number 22, C, carries -0.188; number 23, C, carries -0.450; number 24, C, carries -0.489; number 25, C, carries 0.570; number 26, C, carries 0.465; number 27, C, carries -1.365; number 28, C, carries 0.465; number 29, C, carries 1.056; number 30, C, carries -0.522; number 31, C, carries -0.344; number 32, C, carries -0.484; number 33, C, carries -0.507; number 34, H, carries 0.267; number 35, H, carries 0.269; number 36, H, carries 0.303; number 37, H, carries 0.268; number 38, H, carries 0.270; number 39, H, carries 0.350; number 40, H, carries 0.279; number 41, H, carries 0.245; number 42, H, carries 0.272; number 43, H, carries 0.336; number 44, H, carries 0.266; number 45, H, carries 0.368; number 46, H, carries 0.262; number 47, H, carries 0.256; number 48, H, carries 0.345; number 49, H, carries 0.221; number 50, H, carries 0.261; number 51, H, carries -0.026; number 52, H, carries 0.320; number 53, H, carries -0.145; number 54, H, carries 0.193; number 55, H, carries 0.268; number 56, H, carries 0.342; number 57, H, carries 0.299; number 58, H, carries 0.406; number 59, H, carries 0.387; number 60, H, carries 0.233; number 61, H, carries 0.083; number 62, H, carries 0.328; number 63, H, carries 0.320; number 64, H, carries -0.598; number 65, H, carries 0.315; number 66, H, carries 0.303; number 67, H, carries 0.277; number 68, H, carries 0.306

=====

# 2
C21H36BN6O2Pd as an isolated structure, computed with wB97M-V/def2-TZVPD.

XYZ file:
```
67
Properties=species:S:1:pos:R:3
Pd 0.129 -0.145 -0.111
O 2.218 -1.389 -0.262
O 0.851 -0.044 1.865
N -0.637 -0.154 -1.940
N -1.841 -0.788 0.559
N -0.331 1.950 -0.027
N -1.588 2.269 -0.392
N -1.843 0.448 -2.071
N -2.801 0.101 0.216
C 1.745 3.084 0.728
C -2.567 -3.965 2.285
C -2.263 0.302 -3.328
C -0.297 -0.679 -3.125
C 2.782 -0.268 3.204
C -1.613 -2.792 2.045
C -2.363 -1.628 1.452
C 1.305 -0.155 2.991
C 0.308 3.076 0.289
C 1.006 -1.380 -3.363
C 0.404 -0.138 4.183
C -0.434 -3.250 1.194
C -3.927 -0.174 0.888
C 2.203 4.491 1.104
C -1.316 -0.409 -4.038
C -3.700 -1.267 1.691
C -0.572 4.155 0.135
C -1.756 3.593 -0.303
C 2.160 -0.377 -3.407
C 2.664 2.494 -0.338
C 0.965 -2.214 -4.639
B -2.543 1.154 -0.878
H 2.155 0.297 -2.548
H 0.150 -2.937 -4.627
H 2.955 -0.913 -0.665
H 2.636 3.095 -1.250
H 1.900 -2.760 -4.764
H 2.377 1.474 -0.611
H 2.204 -2.245 -0.706
H 2.087 0.243 -4.302
H 1.152 -2.067 -2.525
H 0.352 -2.499 1.113
H 3.121 -0.896 -3.446
H -1.355 -0.692 -5.074
H 1.812 2.455 1.623
H 0.743 0.628 4.883
H 3.184 0.748 3.272
H -0.626 0.044 3.890
H -2.027 -4.807 2.720
H -3.375 -3.705 2.967
H -0.763 -3.521 0.188
H -4.408 -1.751 2.339
H 3.236 4.472 1.451
H -3.012 -4.295 1.345
H -0.375 5.196 0.312
H 3.020 -0.779 4.134
H -1.229 -2.476 3.022
H 0.493 -1.093 4.707
H -4.813 0.418 0.729
H -3.208 0.720 -3.631
H 0.842 -1.575 -5.515
H 3.245 -0.766 2.355
H -3.582 1.634 -1.236
H 2.157 5.158 0.242
H 3.695 2.470 0.018
H 0.018 -4.135 1.645
H -2.703 4.039 -0.555
H 1.590 4.921 1.896
```

As for the total energy: -39549.7914 eV. The HOMO energy (alpha / beta) comes out at -0.42692 / -0.42665 hartree. Its total charge is +1. The calculation puts the LUMO energy (alpha / beta) at -3.73 / -3.68 eV. As for the HOMO-LUMO gap (alpha / beta): 0.2900 / 0.2913 hartree.

Here is what Mulliken gives for the atomic charges, in e: number 1, Pd, carries 0.153; number 2, O, carries -0.419; number 3, O, carries -0.452; number 4, N, carries 0.861; number 5, N, carries 0.587; number 6, N, carries 0.796; number 7, N, carries -0.015; number 8, N, carries -0.016; number 9, N, carries 0.110; number 10, C, carries 1.669; number 11, C, carries -1.661; number 12, C, carries -0.505; number 13, C, carries -0.546; number 14, C, carries -1.100; number 15, C, carries 1.512; number 16, C, carries -0.020; number 17, C, carries 1.076; number 18, C, carries -0.417; number 19, C, carries 1.617; number 20, C, carries -1.490; number 21, C, carries -1.457; number 22, C, carries -0.481; number 23, C, carries -2.002; number 24, C, carries -0.880; number 25, C, carries -1.292; number 26, C, carries -1.041; number 27, C, carries -0.500; number 28, C, carries -1.181; number 29, C, carries -0.942; number 30, C, carries -1.899; number 31, B, carries -0.030; number 32, H, carries 0.075; number 33, H, carries 0.427; number 34, H, carries 0.257; number 35, H, carries 0.419; number 36, H, carries 0.440; number 37, H, carries -0.168; number 38, H, carries 0.266; number 39, H, carries 0.413; number 40, H, carries -0.227; number 41, H, carries 0.155; number 42, H, carries 0.368; number 43, H, carries 0.485; number 44, H, carries -0.403; number 45, H, carries 0.421; number 46, H, carries 0.313; number 47, H, carries 0.301; number 48, H, carries 0.446; number 49, H, carries 0.359; number 50, H, carries 0.346; number 51, H, carries 0.444; number 52, H, carries 0.431; number 53, H, carries 0.381; number 54, H, carries 0.553; number 55, H, carries 0.430; number 56, H, carries -0.119; number 57, H, carries 0.391; number 58, H, carries 0.491; number 59, H, carries 0.503; number 60, H, carries 0.376; number 61, H, carries 0.236; number 62, H, carries -0.086; number 63, H, carries 0.416; number 64, H, carries 0.416; number 65, H, carries 0.469; number 66, H, carries 0.493; number 67, H, carries 0.448

=====

# 3
C21H36Br2FMgNO3 as an isolated structure at a distorted geometry, computed with wB97M-V/def2-TZVPD.

XYZ file:
```
65
Properties=species:S:1:pos:R:3
Br 5.791 -3.132 2.941
Br -6.857 1.723 -1.347
Mg 1.633 1.049 3.465
F -4.570 1.790 -0.825
O -4.053 1.293 1.483
O -2.452 0.479 -0.269
O -3.262 -2.875 -3.374
N -1.188 -1.356 1.980
C -1.802 -0.745 -3.216
C -0.711 1.358 -1.892
C 2.050 -2.427 1.660
C -0.127 0.688 0.647
C -2.320 4.073 -0.898
C -3.106 -1.574 -2.661
C 4.269 -1.196 1.901
C -1.688 5.059 2.101
C -0.734 0.085 2.046
C -2.708 5.609 -0.472
C 5.239 -2.092 -0.325
C -4.312 -3.691 -2.745
C -1.302 3.503 1.655
C -1.865 0.879 -2.986
C -1.635 2.946 0.114
C -3.671 1.153 0.203
C -2.403 6.104 1.060
C 4.523 -0.955 0.409
C -1.295 1.387 -0.326
C 3.459 -2.453 2.233
C 6.638 -2.363 0.206
H 7.113 -3.160 -0.376
H 0.801 1.393 0.816
H -3.844 -4.653 -2.215
H -3.222 6.394 -1.208
H 0.103 0.208 2.883
H 7.264 -1.469 0.131
H 5.114 -0.036 0.303
H 2.058 -2.389 0.568
H -4.082 -0.958 -2.875
H -5.066 -4.115 -3.562
H -1.464 5.392 3.204
H 3.390 -2.543 3.324
H 6.618 -2.685 1.251
H 3.749 -0.320 2.308
H -2.939 1.299 -2.744
H 5.316 -1.825 -1.386
H -1.092 -1.774 1.029
H 4.645 -3.010 -0.283
H 1.494 -1.561 2.032
H 3.571 -0.758 -0.096
H -2.670 7.174 1.470
H -3.009 -1.868 -1.508
H -1.774 -0.927 -4.396
H -0.788 2.844 2.484
H 3.982 -3.350 1.884
H -1.641 0.747 2.387
H -0.302 2.430 -2.220
H -0.836 -1.231 -2.768
H -1.561 1.371 -4.030
H 1.507 -3.330 1.957
H 0.239 0.641 -1.979
H -2.195 -1.346 2.305
H -2.579 3.731 -1.991
H 5.228 -1.247 2.431
H 0.265 -0.249 0.021
H -4.936 -3.140 -1.915
```

As for the total energy: -178218.3372 eV. The HOMO energy comes out at -0.24699 hartree. The calculation puts the LUMO energy at -5.42 eV. As for the HOMO-LUMO gap: 0.0479 hartree.

Here is what Mulliken gives for the atomic charges, in e: number 1, Br, carries -0.495; number 2, Br, carries -0.395; number 3, Mg, carries 0.386; number 4, F, carries -0.082; number 5, O, carries -0.471; number 6, O, carries -0.170; number 7, O, carries -0.412; number 8, N, carries -0.488; number 9, C, carries -0.530; number 10, C, carries -0.936; number 11, C, carries -0.905; number 12, C, carries -0.400; number 13, C, carries -0.183; number 14, C, carries -0.130; number 15, C, carries -0.002; number 16, C, carries -0.519; number 17, C, carries -0.040; number 18, C, carries -0.626; number 19, C, carries -0.519; number 20, C, carries -0.583; number 21, C, carries -0.012; number 22, C, carries -0.330; number 23, C, carries 0.124; number 24, C, carries 0.491; number 25, C, carries -0.343; number 26, C, carries -0.197; number 27, C, carries 1.333; number 28, C, carries -0.684; number 29, C, carries -0.870; number 30, H, carries 0.378; number 31, H, carries 0.067; number 32, H, carries 0.214; number 33, H, carries 0.277; number 34, H, carries -0.547; number 35, H, carries 0.312; number 36, H, carries 0.456; number 37, H, carries 0.290; number 38, H, carries 0.264; number 39, H, carries 0.232; number 40, H, carries 0.268; number 41, H, carries 0.389; number 42, H, carries 0.043; number 43, H, carries -0.536; number 44, H, carries 0.246; number 45, H, carries 0.407; number 46, H, carries 0.289; number 47, H, carries 0.190; number 48, H, carries -0.113; number 49, H, carries -0.025; number 50, H, carries 0.294; number 51, H, carries 0.133; number 52, H, carries 0.278; number 53, H, carries -0.069; number 54, H, carries 0.601; number 55, H, carries 0.453; number 56, H, carries 0.365; number 57, H, carries 0.200; number 58, H, carries 0.362; number 59, H, carries 0.404; number 60, H, carries 0.250; number 61, H, carries 0.336; number 62, H, carries 0.233; number 63, H, carries 0.615; number 64, H, carries 0.155; number 65, H, carries 0.268

=====

# 4
C21H36CdP2Te as an isolated structure at a distorted geometry, computed with wB97M-V/def2-TZVPD.

XYZ file:
```
61
Properties=species:S:1:pos:R:3
Te -2.586 -3.646 1.545
Cd -3.274 -0.717 -0.458
P -0.220 2.792 -1.241
P -0.472 -0.844 -2.163
C -2.127 -3.878 3.597
C -1.955 3.104 -1.042
C -3.074 -1.020 1.667
C -1.678 -2.163 -2.488
C 3.680 2.292 0.053
C -3.158 -3.747 4.543
C 3.411 0.651 -1.838
C 0.770 0.755 0.422
C 4.338 1.610 -1.167
C 0.044 1.861 -2.777
C 0.527 4.380 -1.836
C 0.999 2.276 0.136
C 2.565 -0.207 -1.253
C -2.852 -3.713 5.909
C -0.791 -3.970 4.041
C 0.704 -1.340 -3.575
C -1.529 -3.814 6.363
C 2.317 2.828 -0.150
C -0.929 0.703 -3.072
C 1.922 -0.170 0.131
C -0.507 -3.924 5.412
H -1.300 -3.010 -1.914
H -0.031 -3.998 3.279
H 1.584 4.212 -2.099
H 1.095 1.524 -2.733
H 2.310 3.917 -0.205
H 4.662 2.407 -1.852
H -1.696 -2.401 -3.554
H -2.685 -1.874 -2.153
H -2.719 -0.027 1.947
H -0.018 2.612 -3.574
H -2.565 2.304 -1.474
H 1.204 -2.286 -3.344
H -0.884 0.478 -4.141
H 0.506 5.183 -1.079
H -0.202 0.438 0.013
H -4.072 -1.212 2.089
H 0.523 -3.994 5.758
H 2.265 -1.125 -1.783
H 5.284 1.168 -0.823
H 1.532 -1.207 0.188
H -2.217 4.037 -1.565
H 0.117 -1.469 -4.493
H 2.599 0.031 0.976
H 4.314 3.145 0.372
H 3.511 0.544 -2.927
H 0.512 2.812 0.984
H -1.981 0.886 -2.831
H 3.708 1.522 0.853
H -2.218 -1.640 2.076
H 1.483 -0.579 -3.747
H 0.018 4.750 -2.745
H 0.578 0.651 1.497
H -4.157 -3.599 4.159
H -3.654 -3.627 6.643
H -2.223 3.221 0.013
H -1.310 -3.894 7.431
```

As for the total energy: -52786.6749 eV. The HOMO energy (alpha / beta) comes out at -0.18109 / -0.18224 hartree. The relative energy (zero: lowest compared OMol25 entry of this formula, charge and spin) is 53.0 kcal/mol. The calculation puts the LUMO energy (alpha / beta) at -1.16 / -0.81 eV. As for the HOMO-LUMO gap (alpha / beta): 0.1385 / 0.1526 hartree.

Here is what Mulliken gives for the atomic charges, in e: number 1, Te, carries 0.103; number 2, Cd, carries 0.469; number 3, P, carries 1.097; number 4, P, carries 0.549; number 5, C, carries -0.132; number 6, C, carries -1.265; number 7, C, carries -1.379; number 8, C, carries -1.088; number 9, C, carries -1.226; number 10, C, carries -0.354; number 11, C, carries -0.577; number 12, C, carries -0.090; number 13, C, carries -0.814; number 14, C, carries -0.751; number 15, C, carries -1.852; number 16, C, carries 0.555; number 17, C, carries -0.139; number 18, C, carries -0.393; number 19, C, carries -0.349; number 20, C, carries -1.768; number 21, C, carries -0.423; number 22, C, carries -1.274; number 23, C, carries -1.054; number 24, C, carries -1.528; number 25, C, carries -0.346; number 26, H, carries 0.326; number 27, H, carries 0.384; number 28, H, carries 0.558; number 29, H, carries -0.171; number 30, H, carries 0.577; number 31, H, carries 0.302; number 32, H, carries 0.331; number 33, H, carries 0.354; number 34, H, carries 0.389; number 35, H, carries 0.812; number 36, H, carries 0.356; number 37, H, carries 0.412; number 38, H, carries 0.475; number 39, H, carries 0.402; number 40, H, carries -0.257; number 41, H, carries 0.482; number 42, H, carries 0.337; number 43, H, carries 0.881; number 44, H, carries 0.350; number 45, H, carries 0.370; number 46, H, carries 0.391; number 47, H, carries 0.567; number 48, H, carries 0.569; number 49, H, carries 0.415; number 50, H, carries 0.297; number 51, H, carries 0.522; number 52, H, carries 0.468; number 53, H, carries 0.243; number 54, H, carries 0.204; number 55, H, carries 0.384; number 56, H, carries 0.434; number 57, H, carries 0.495; number 58, H, carries 0.334; number 59, H, carries 0.327; number 60, H, carries 0.348; number 61, H, carries 0.360